Density functional theory data (ωB97M-V with the def2-TZVPD basis set) for one molecule with the formula C4H6O2 at a distorted geometry.

The geometry in ORCA input format:
```
! wB97M-V def2-TZVPD RIJCOSX def2/J DEFGRID3
* xyz 0 1
C -1.67 0.15 -0.02
C -0.55 -0.90 0.01
C 0.77 -0.31 0.57
C 1.64 0.31 -0.44
H -0.12 1.53 0.61
H -1.10 -1.70 0.44
H -0.30 -1.00 -0.98
H 1.04 -0.24 1.65
H 1.59 -0.10 -1.57
H 2.66 0.92 -0.20
O -1.05 1.40 0.10
O -2.91 -0.06 -0.17
*
```

DFT total energy = -306.3891 Eh
Highest occupied orbital energy = -9.9 eV
Kohn-Sham gap = 10.2 eV
LUMO level = 0.01040 hartree
ΔE to the lowest compared entry with this formula, charge and spin = 73.5 kcal per mole

=====

Density functional theory data (ωB97M-V with the def2-TZVPD basis set) for one molecule with the formula C4H6O2 at a distorted geometry.

The geometry in ORCA input format:
```
! wB97M-V def2-TZVPD RIJCOSX def2/J DEFGRID3
* xyz 0 1
C 1.55 -0.58 0.22
C 0.39 0.05 -0.48
C -1.37 1.04 0.24
C -1.16 -0.36 -0.27
H 2.27 0.12 0.05
H 1.62 -0.91 1.46
H 1.55 -1.57 -0.51
H 0.79 -0.45 -1.52
H -1.47 0.75 1.32
H -2.26 1.79 0.02
O -0.04 1.47 -0.36
O -1.87 -1.36 -0.16
*
```

DFT total energy = -306.3367 Eh
Highest occupied orbital energy = -9.7 eV
Kohn-Sham gap = 10.4 eV
LUMO level = 0.02743 hartree
ΔE to the lowest compared entry with this formula, charge and spin = 106.4 kcal per mole

=====

Density functional theory data (ωB97M-V with the def2-TZVPD basis set) for C4H6O2Pd as an isolated structure at a distorted geometry.

The geometry in ORCA input format:
```
! wB97M-V def2-TZVPD RIJCOSX def2/J DEFGRID3
* xyz 2 3
H -1.69 -0.70 -0.15
O -0.58 -2.12 -1.47
C -0.52 -1.30 -0.48
C -0.55 0.09 -0.74
C -0.71 1.34 0.09
C 0.19 1.59 1.24
O 1.12 0.85 1.56
Pd 1.41 -0.50 0.33
H 0.28 -2.27 -1.89
H -0.27 0.31 -1.77
H -1.73 1.37 0.51
H -0.65 2.24 -0.54
H -0.06 2.44 1.90
*
```

DFT total energy = -433.4155 Eh
Highest occupied orbital energy (alpha / beta) = -19.6 / -20.4 eV
Kohn-Sham gap (alpha / beta) = 9.2 / 7.6 eV
LUMO level (alpha / beta) = -0.38410 / -0.47012 hartree
<S²> = 2.007
ΔE to the lowest compared entry with this formula, charge and spin = 0.0 kcal per mole

=====

Density functional theory data (ωB97M-V with the def2-TZVPD basis set) for C4H6O2Rh as an isolated structure at a distorted geometry.

The geometry in ORCA input format:
```
! wB97M-V def2-TZVPD RIJCOSX def2/J DEFGRID3
* xyz 3 5
H 0.94 -0.57 1.31
O 2.67 0.55 0.43
C 1.39 0.51 0.64
C 0.60 -0.35 -0.15
C -0.82 -0.85 -0.10
C -1.95 0.11 -0.07
O -1.81 1.33 -0.10
Rh -0.07 2.11 -0.54
H 2.91 1.13 -0.30
H 1.11 -0.64 -1.08
H -0.96 -1.49 0.79
H -1.03 -1.54 -0.94
H -2.96 -0.30 0.11
*
```

DFT total energy = -415.3750 Eh
Highest occupied orbital energy (alpha / beta) = -25.6 / -26.8 eV
Kohn-Sham gap (alpha / beta) = 9.9 / 8.2 eV
LUMO level (alpha / beta) = -0.57831 / -0.68292 hartree
<S²> = 6.008
ΔE to the lowest compared entry with this formula, charge and spin = 29.5 kcal per mole

=====

Density functional theory data (ωB97M-V with the def2-TZVPD basis set) for C4H6O2S as an isolated structure at a distorted geometry.

The geometry in ORCA input format:
```
! wB97M-V def2-TZVPD RIJCOSX def2/J DEFGRID3
* xyz 0 1
C -0.96 -0.50 0.23
C -0.55 0.53 -0.78
C 0.53 1.07 0.20
C 0.42 -0.30 0.81
H -0.29 -2.72 0.27
H -1.71 -0.13 0.93
H -0.09 0.12 -1.68
H -1.26 1.31 -1.11
H 0.02 1.82 0.81
H 2.26 0.62 -0.38
O 1.79 1.49 -0.24
O 1.22 -1.13 1.23
S -1.39 -2.19 -0.29
*
```

DFT total energy = -704.6378 Eh
Highest occupied orbital energy = -9.4 eV
Kohn-Sham gap = 9.8 eV
LUMO level = 0.01404 hartree
ΔE to the lowest compared entry with this formula, charge and spin = 26.2 kcal per mole

=====

Density functional theory data (ωB97M-V with the def2-TZVPD basis set) for one molecule with the formula C4H6O2S at a distorted geometry.

The geometry in ORCA input format:
```
! wB97M-V def2-TZVPD RIJCOSX def2/J DEFGRID3
* xyz 0 1
C -1.19 -0.12 -0.49
C -0.09 -0.86 0.29
C -1.42 1.33 -0.06
C 1.29 -0.36 0.17
O -1.02 1.82 0.96
O 2.26 -1.14 0.63
S 1.68 1.07 -0.52
H -0.70 0.22 -1.35
H -1.92 -0.85 -0.76
H -0.30 -0.65 1.41
H 0.02 -1.84 0.01
H -1.83 2.05 -0.90
H 3.21 -0.68 0.59
*
```

DFT total energy = -704.6266 Eh
Highest occupied orbital energy = -8.8 eV
Kohn-Sham gap = 9.4 eV
LUMO level = 0.01880 hartree
ΔE to the lowest compared entry with this formula, charge and spin = 33.2 kcal per mole

=====

Density functional theory data (ωB97M-V with the def2-TZVPD basis set) for one molecule with the formula C4H6O2S at a distorted geometry.

The geometry in ORCA input format:
```
! wB97M-V def2-TZVPD RIJCOSX def2/J DEFGRID3
* xyz 0 1
C 1.17 -0.74 -0.93
C 0.40 1.34 -0.20
C -1.14 -0.60 1.00
C -0.05 -1.35 1.02
H 2.14 -0.99 -1.33
H 0.30 -1.23 -1.48
H 0.87 1.28 0.82
H 0.37 2.39 -0.56
H -2.00 -0.89 1.59
H -0.02 -2.19 1.66
O 1.10 0.63 -1.15
O 1.15 -1.10 0.45
S -1.37 0.84 -0.03
*
```

DFT total energy = -704.6236 Eh
Highest occupied orbital energy = -8.4 eV
Kohn-Sham gap = 9.2 eV
LUMO level = 0.03007 hartree
ΔE to the lowest compared entry with this formula, charge and spin = 35.1 kcal per mole

=====

Density functional theory data (ωB97M-V with the def2-TZVPD basis set) for one molecule with the formula C4H6O2S.

The geometry in ORCA input format:
```
! wB97M-V def2-TZVPD RIJCOSX def2/J DEFGRID3
* xyz 0 1
C -1.12 -1.04 -0.17
C -0.07 0.05 -0.26
C -0.31 1.35 -0.25
C 2.24 0.04 0.21
H -2.44 -0.21 0.98
H -1.18 -1.58 -1.10
H -0.79 -1.75 0.59
H -1.33 1.70 -0.16
H 0.50 2.09 -0.38
H 1.95 0.80 0.94
O -2.40 -0.54 0.08
O 1.19 -0.52 -0.41
S 3.76 -0.40 -0.07
*
```

DFT total energy = -704.6241 Eh
Highest occupied orbital energy = -9.1 eV
Kohn-Sham gap = 9.2 eV
LUMO level = 0.00451 hartree
ΔE to the lowest compared entry with this formula, charge and spin = 34.8 kcal per mole

=====

Density functional theory data (ωB97M-V with the def2-TZVPD basis set) for one molecule with the formula C4H6O2S at a distorted geometry.

The geometry in ORCA input format:
```
! wB97M-V def2-TZVPD RIJCOSX def2/J DEFGRID3
* xyz 0 1
C 0.23 -1.36 -0.75
C -0.99 0.86 0.33
C 1.47 0.32 -0.12
C 0.42 1.19 0.37
O -2.02 -1.77 0.58
O 1.28 0.42 1.18
S -1.44 -0.84 -0.41
H 0.44 -1.48 -1.81
H 0.66 -2.28 -0.24
H -1.26 0.95 1.46
H -1.62 1.41 -0.24
H 2.40 0.30 -0.63
H 0.43 2.29 0.29
*
```

DFT total energy = -704.4927 Eh
Highest occupied orbital energy = -8.5 eV
Kohn-Sham gap = 9.1 eV
LUMO level = 0.02330 hartree
ΔE to the lowest compared entry with this formula, charge and spin = 117.3 kcal per mole

=====

Density functional theory data (ωB97M-V with the def2-TZVPD basis set) for one molecule with the formula C4H6O2S at a distorted geometry.

The geometry in ORCA input format:
```
! wB97M-V def2-TZVPD RIJCOSX def2/J DEFGRID3
* xyz 0 1
C 1.72 0.99 -0.02
C 0.78 -0.08 0.41
C -0.12 -0.71 -0.63
C -2.23 -0.59 0.45
H 2.41 1.23 0.74
H 2.36 0.64 -0.86
H 1.25 1.95 -0.40
H 0.39 -1.45 -1.26
H -0.52 0.02 -1.35
H -2.95 -1.22 1.02
O 0.68 -0.40 1.58
O -1.23 -1.36 0.03
S -2.53 0.98 0.30
*
```

DFT total energy = -704.6485 Eh
Highest occupied orbital energy = -9.1 eV
Kohn-Sham gap = 9.6 eV
LUMO level = 0.01883 hartree
ΔE to the lowest compared entry with this formula, charge and spin = 19.5 kcal per mole

=====

Density functional theory data (ωB97M-V with the def2-TZVPD basis set) for a 2-piece molecular cluster, C4H6O2S overall at a distorted geometry.

The geometry in ORCA input format:
```
! wB97M-V def2-TZVPD RIJCOSX def2/J DEFGRID3
* xyz 0 1
C -1.91 0.22 -1.22
C 0.64 -0.65 -0.51
C 0.55 0.34 0.38
C 0.13 0.11 1.75
O -2.22 -0.85 -1.01
O -1.62 1.31 -1.44
S 1.05 -0.36 -2.23
H 0.48 -1.65 -0.29
H 0.54 1.38 0.22
H -0.90 0.09 1.80
H 0.25 0.92 2.37
H 0.60 -0.69 2.18
H 2.41 -0.17 -1.99
*
```

DFT total energy = -704.6579 Eh
Highest occupied orbital energy = -9.2 eV
Kohn-Sham gap = 9.8 eV
LUMO level = 0.02333 hartree
ΔE to the lowest compared entry with this formula, charge and spin = 13.6 kcal per mole

=====

Density functional theory data (ωB97M-V with the def2-TZVPD basis set) for one molecule with the formula C4H6O3S at a distorted geometry.

The geometry in ORCA input format:
```
! wB97M-V def2-TZVPD RIJCOSX def2/J DEFGRID3
* xyz 0 1
C -0.20 -1.13 0.20
C -0.99 0.03 -0.45
C 0.09 0.34 0.48
C 1.47 0.98 0.15
H 1.51 -2.15 0.13
H -0.98 -1.49 1.04
H -0.73 -0.05 -1.64
H -2.92 -0.24 -0.69
H -0.37 0.64 1.42
H 0.36 2.31 -0.19
O 0.69 -2.10 -0.40
O -2.26 0.21 -0.01
O 1.33 2.27 -0.11
S 3.01 0.37 0.08
*
```

DFT total energy = -779.8120 Eh
Highest occupied orbital energy = -9.0 eV
Kohn-Sham gap = 9.2 eV
LUMO level = 0.00707 hartree
ΔE to the lowest compared entry with this formula, charge and spin = 74.3 kcal per mole

=====

Density functional theory data (ωB97M-V with the def2-TZVPD basis set) for a 2-piece molecular cluster, C4H6O4 overall at a distorted geometry.

The geometry in ORCA input format:
```
! wB97M-V def2-TZVPD RIJCOSX def2/J DEFGRID3
* xyz 0 1
C 2.03 0.01 2.45
C 2.18 0.67 1.30
C -2.67 -0.68 -1.41
C -1.36 -0.44 -0.72
O 1.83 -0.64 3.39
O 1.28 1.50 0.76
O 3.44 0.68 0.50
O -0.64 0.54 -0.90
H -2.37 -1.14 -2.38
H -3.10 0.29 -1.70
H -3.47 -1.31 -1.05
H -0.97 -1.30 -0.06
H 3.23 0.86 -0.41
H 0.58 0.98 0.24
*
```

DFT total energy = -456.8734 Eh
Highest occupied orbital energy = -8.0 eV
Kohn-Sham gap = 8.2 eV
LUMO level = 0.00835 hartree
ΔE to the lowest compared entry with this formula, charge and spin = 92.6 kcal per mole

=====

Density functional theory data (ωB97M-V with the def2-TZVPD basis set) for one molecule with the formula C4H6O4 at a distorted geometry.

The geometry in ORCA input format:
```
! wB97M-V def2-TZVPD RIJCOSX def2/J DEFGRID3
* xyz 0 1
C 0.61 0.34 -0.36
C -0.12 -0.60 0.61
C -2.07 -0.54 -0.30
C 2.10 0.09 -0.06
H -0.54 1.93 -0.11
H 0.52 0.29 -1.46
H 0.76 -1.43 0.96
H -0.76 -0.16 1.47
H -2.97 -1.02 -0.43
H 2.59 1.17 0.01
O 0.37 1.71 0.10
O -1.07 -1.45 -0.13
O -2.09 0.64 -0.09
O 2.68 -0.96 -0.21
*
```

DFT total energy = -456.8932 Eh
Highest occupied orbital energy = -10.2 eV
Kohn-Sham gap = 10.8 eV
LUMO level = 0.02239 hartree
ΔE to the lowest compared entry with this formula, charge and spin = 80.1 kcal per mole

=====

Density functional theory data (ωB97M-V with the def2-TZVPD basis set) for one molecule with the formula C4H6O5 at a distorted geometry.

The geometry in ORCA input format:
```
! wB97M-V def2-TZVPD RIJCOSX def2/J DEFGRID3
* xyz 0 1
C -1.23 0.34 -0.95
C 1.62 -0.44 1.61
C 0.15 0.00 -0.41
C 0.23 -0.26 1.09
O -1.62 -0.20 -2.10
O -2.18 0.99 -0.30
O 0.86 -0.96 -1.14
O 0.25 1.30 -0.79
O -0.78 -0.27 1.76
H -2.38 0.29 -2.45
H -1.82 1.28 0.56
H 1.00 -0.60 -2.02
H 1.63 -0.39 2.70
H 2.27 0.33 1.18
H 2.00 -1.40 1.27
*
```

DFT total energy = -532.1721 Eh
Highest occupied orbital energy = -9.3 eV
Kohn-Sham gap = 9.9 eV
LUMO level = 0.01945 hartree
ΔE to the lowest compared entry with this formula, charge and spin = 58.6 kcal per mole

=====

Density functional theory data (ωB97M-V with the def2-TZVPD basis set) for one molecule with the formula C4H6OS at a distorted geometry.

The geometry in ORCA input format:
```
! wB97M-V def2-TZVPD RIJCOSX def2/J DEFGRID3
* xyz 0 1
C 0.32 -0.12 0.04
C 1.37 -0.11 0.58
C -2.64 0.53 -0.57
C 2.76 -0.11 0.89
O -1.36 -1.78 -0.87
S -1.09 -0.39 -1.15
H -3.07 0.31 0.49
H -3.31 0.18 -1.44
H -2.35 1.55 -0.58
H 3.01 0.88 1.45
H 3.30 0.07 -0.11
H 3.07 -1.02 1.29
*
```

DFT total energy = -629.2897 Eh
Highest occupied orbital energy = -9.1 eV
Kohn-Sham gap = 9.9 eV
LUMO level = 0.02755 hartree
ΔE to the lowest compared entry with this formula, charge and spin = 98.8 kcal per mole

=====

Density functional theory data (ωB97M-V with the def2-TZVPD basis set) for a 2-piece molecular cluster, C4H6OS overall at a distorted geometry.

The geometry in ORCA input format:
```
! wB97M-V def2-TZVPD RIJCOSX def2/J DEFGRID3
* xyz 0 1
C -1.16 0.85 0.54
C 1.54 1.06 -0.16
C -1.12 -0.17 -0.24
C -0.46 -1.49 0.06
O -1.42 1.86 1.01
S 2.18 0.02 0.85
H 1.19 0.91 -1.19
H 1.28 2.13 0.16
H -1.11 0.23 -1.26
H -0.84 -1.89 0.92
H 0.60 -1.36 0.11
H -0.68 -2.14 -0.79
*
```

DFT total energy = -629.3336 Eh
Highest occupied orbital energy = -8.6 eV
Kohn-Sham gap = 8.3 eV
LUMO level = -0.01167 hartree
ΔE to the lowest compared entry with this formula, charge and spin = 71.2 kcal per mole

=====

Density functional theory data (ωB97M-V with the def2-TZVPD basis set) for one molecule with the formula C4H6OS at a distorted geometry.

The geometry in ORCA input format:
```
! wB97M-V def2-TZVPD RIJCOSX def2/J DEFGRID3
* xyz 0 1
C -0.69 -0.01 -2.44
C 0.21 0.89 -0.08
C 0.49 -0.44 1.91
C 0.01 -0.25 0.54
O -0.61 -1.14 -2.00
S -0.37 1.48 -1.66
H -0.80 0.34 -3.57
H 0.81 1.65 0.31
H -0.48 -0.40 2.42
H 1.39 0.23 2.20
H 0.85 -1.47 2.15
H -0.81 -0.90 0.21
*
```

DFT total energy = -629.3781 Eh
Highest occupied orbital energy = -9.0 eV
Kohn-Sham gap = 9.8 eV
LUMO level = 0.02993 hartree
ΔE to the lowest compared entry with this formula, charge and spin = 43.3 kcal per mole

=====

Density functional theory data (ωB97M-V with the def2-TZVPD basis set) for a 2-piece molecular cluster, C4H6OS overall at a distorted geometry.

The geometry in ORCA input format:
```
! wB97M-V def2-TZVPD RIJCOSX def2/J DEFGRID3
* xyz 0 1
C 2.05 -1.13 0.18
C -0.39 1.52 -0.09
C 1.15 -0.46 -0.59
C 0.03 0.28 -0.31
O -1.64 -0.92 -0.11
S -2.93 -0.14 0.09
H 2.83 -1.75 -0.29
H 1.97 -0.95 1.26
H -1.36 2.01 -0.14
H 0.35 2.42 -0.01
H 1.04 -0.74 -1.59
H -3.11 -0.14 1.60
*
```

DFT total energy = -629.2440 Eh
Highest occupied orbital energy (alpha / beta) = -7.8 / -8.0 eV
Kohn-Sham gap (alpha / beta) = 7.0 / 7.2 eV
LUMO level (alpha / beta) = -0.03063 / -0.02744 hartree
ΔE to the lowest compared entry with this formula, charge and spin = 127.5 kcal per mole